18
Properties=species:S:1:pos:R:3:forces:R:3:nbo_charge:R:1 method="wB97M-V/def2-TZVPD" homo_energy_ev=-8.51 total_charge=0 multiplicity=1
C -1.575724 1.439121 0.735071 1.1 2.9 -2.0 -0.245
C -0.086141 -0.109629 1.003386 -3.0 0.1 -3.3 -0.108
C 0.688174 -1.234070 0.178955 -0.7 2.3 0.6 -0.221
C 0.301763 -1.090305 -1.282868 -0.6 -7.1 -6.8 -0.237
C 1.715042 -0.200626 -0.523084 1.4 -0.3 5.5 -0.214
C -0.672959 0.540163 -0.379449 0.6 0.3 1.6 -0.048
H -2.569771 1.913869 0.339544 1.4 -1.7 0.8 0.213
H -1.028953 2.468764 1.116089 -0.7 -2.8 -0.5 0.173
H -1.505434 0.543858 2.539456 0.3 -0.5 0.6 0.359
H 0.563691 0.683232 1.363033 0.4 -0.4 0.4 0.174
H 1.082837 -2.126407 0.478519 0.7 -2.3 1.5 0.208
H -0.554060 -1.494240 -2.276457 1.5 1.0 3.8 0.192
H 1.238594 -1.522877 -1.849356 -2.0 -0.4 0.7 0.200
H 2.080431 0.546812 0.099224 0.7 1.6 1.5 0.182
H 2.591554 -0.802735 -0.721303 0.0 0.2 -1.8 0.219
H -1.413522 0.012641 -1.117227 0.9 0.8 2.3 0.224
N -1.507275 0.216241 1.588389 0.7 0.5 -1.3 -0.611
N 0.651754 0.216187 -1.291922 -2.7 5.9 -3.8 -0.459